Record 1
{
  "formula": "C24H62N4O9",
  "method": "the ωB97M-V functional and the def2-TZVPD basis",
  "multiplicity": 1,
  "homo_ev": -8.521,
  "total_energy_ev": -50275.4392,
  "charge": 0,
  "orbital_gap_ev": 9.1,
  "smiles": "COCCNCCOC.COCCNCCOC.COCCNCCOC.COCCNCCOC.O",
  "symbols": ["C", "O", "C", "C", "N", "C", "C", "O", "C", "H", "H", "H", "H", "H", "H", "H", "H", "H", "H", "H", "H", "H", "H", "H", "C", "O", "C", "C", "N", "C", "C", "O", "C", "H", "H", "H", "H", "H", "H", "H", "H", "H", "H", "H", "H", "H", "H", "H", "C", "O", "C", "C", "N", "C", "C", "O", "C", "H", "H", "H", "H", "H", "H", "H", "H", "H", "H", "H", "H", "H", "H", "H", "C", "O", "C", "C", "N", "C", "C", "O", "C", "H", "H", "H", "H", "H", "H", "H", "H", "H", "H", "H", "H", "H", "H", "H", "O", "H", "H"],
  "positions_angstrom": [[23.251, 3.150, -12.110], [23.555, 4.019, -11.037], [23.782, 3.396, -9.791], [25.199, 2.865, -9.703], [26.185, 3.929, -9.970], [27.377, 3.838, -9.171], [28.458, 4.747, -9.713], [28.040, 6.075, -9.511], [28.909, 7.031, -10.079], [23.575, 3.609, -13.037], [22.165, 2.965, -12.148], [23.662, 2.148, -11.940], [23.148, 2.499, -9.697], [23.525, 4.166, -9.063], [25.345, 2.126, -10.497], [25.416, 2.435, -8.720], [25.792, 4.860, -9.974], [27.761, 2.817, -9.244], [27.255, 4.107, -8.107], [28.586, 4.553, -10.786], [29.429, 4.543, -9.240], [29.121, 7.799, -9.322], [28.504, 7.593, -10.923], [29.875, 6.590, -10.335], [25.768, 5.930, -3.714], [25.140, 5.751, -2.460], [23.728, 5.728, -2.559], [23.152, 5.175, -1.274], [22.882, 3.738, -1.305], [24.128, 2.959, -1.378], [23.837, 1.525, -1.031], [23.624, 1.491, 0.377], [23.352, 0.185, 0.841], [26.650, 6.544, -3.535], [25.082, 6.395, -4.428], [26.093, 4.985, -4.170], [23.407, 5.153, -3.436], [23.355, 6.753, -2.688], [22.190, 5.650, -1.065], [23.856, 5.508, -0.494], [22.506, 3.509, -0.389], [24.834, 3.316, -0.612], [24.623, 3.081, -2.341], [24.620, 0.801, -1.281], [22.904, 1.195, -1.512], [24.104, -0.525, 0.480], [22.350, -0.140, 0.535], [23.385, 0.208, 1.929], [21.412, 6.381, -8.996], [20.404, 6.694, -9.930], [20.544, 5.931, -11.110], [19.610, 6.524, -12.132], [19.368, 5.644, -13.297], [20.623, 5.141, -13.896], [20.359, 4.100, -14.975], [21.308, 3.062, -14.840], [21.601, 2.439, -16.072], [21.489, 7.176, -8.253], [22.381, 6.265, -9.484], [21.122, 5.503, -8.405], [20.267, 4.882, -10.920], [21.594, 5.963, -11.423], [19.910, 7.540, -12.423], [18.616, 6.628, -11.689], [18.945, 6.257, -13.989], [21.145, 4.644, -13.078], [21.240, 5.962, -14.284], [20.476, 4.598, -15.947], [19.336, 3.721, -14.899], [22.242, 1.588, -15.849], [22.126, 3.120, -16.752], [20.707, 2.068, -16.587], [23.007, 2.937, -5.725], [22.184, 3.766, -6.524], [20.805, 3.375, -6.419], [20.497, 2.058, -7.092], [20.541, 2.202, -8.536], [20.413, 1.005, -9.318], [19.127, 0.232, -9.027], [19.192, -0.968, -9.755], [18.075, -1.814, -9.542], [24.028, 3.319, -5.796], [23.051, 1.907, -6.082], [22.709, 2.967, -4.672], [20.235, 4.192, -6.858], [20.548, 3.314, -5.355], [19.532, 1.692, -6.743], [21.221, 1.288, -6.770], [21.329, 2.764, -8.818], [21.256, 0.297, -9.229], [20.311, 1.227, -10.386], [18.267, 0.866, -9.278], [19.064, -0.030, -7.960], [17.326, -1.648, -10.321], [17.635, -1.672, -8.551], [18.411, -2.850, -9.596], [23.600, 6.055, -6.788], [24.406, 5.614, -7.071], [22.970, 5.332, -6.606]]
}

Record 2
{
  "formula": "C2H8S4",
  "method": "the ωB97M-V functional and the def2-TZVPD basis",
  "multiplicity": 2,
  "homo_ev": [-1.132, -3.022],
  "total_energy_ev": -45544.7936,
  "charge": -1,
  "orbital_gap_ev": [4.4, 6.2],
  "symbols": ["C", "S", "S", "H", "H", "H", "H", "C", "S", "S", "H", "H", "H", "H"],
  "positions_angstrom": [[1.566, 0.267, 1.624], [1.871, 1.370, 0.217], [2.140, -0.158, -1.617], [2.073, -0.688, 1.452], [2.081, 0.767, 2.443], [0.540, 0.079, 1.948], [1.727, 0.804, -2.446], [-1.874, -1.335, -0.455], [-1.992, 0.034, -1.629], [-1.947, 1.634, -0.321], [-1.974, -2.291, -0.962], [-0.914, -1.245, 0.055], [-2.599, -1.261, 0.356], [-0.700, 2.024, -0.665]]
}

Copy entry 2 word for word.
{
  "formula": "C2H8S4",
  "method": "the ωB97M-V functional and the def2-TZVPD basis",
  "multiplicity": 2,
  "homo_ev": [-1.132, -3.022],
  "total_energy_ev": -45544.7936,
  "charge": -1,
  "orbital_gap_ev": [4.4, 6.2],
  "symbols": ["C", "S", "S", "H", "H", "H", "H", "C", "S", "S", "H", "H", "H", "H"],
  "positions_angstrom": [[1.566, 0.267, 1.624], [1.871, 1.370, 0.217], [2.140, -0.158, -1.617], [2.073, -0.688, 1.452], [2.081, 0.767, 2.443], [0.540, 0.079, 1.948], [1.727, 0.804, -2.446], [-1.874, -1.335, -0.455], [-1.992, 0.034, -1.629], [-1.947, 1.634, -0.321], [-1.974, -2.291, -0.962], [-0.914, -1.245, 0.055], [-2.599, -1.261, 0.356], [-0.700, 2.024, -0.665]]
}

> Which formula does entry 2 have?

C2H8S4